(1)
ORCA calculation (ωB97M-V with the def2-TZVPD basis set) on a 2-piece molecular cluster, C8H17N2O4 overall at a distorted geometry.

energy above the lowest of the compared OMol25 structures with the same formula, charge and spin: 4.244 eV
HOMO energy: -0.4554 hartree
total energy: -19730.4429 eV
HOMO-LUMO gap: 9.5 eV
F_max: 0.1146 hartree/bohr

The geometry in ORCA input format:
```
! wB97M-V def2-TZVPD RIJCOSX def2/J DEFGRID3
* xyz 1 1
C 1.189 -0.442 -2.047
C 2.231 1.928 0.018
C 2.818 0.685 0.672
C 0.520 0.419 0.376
C -0.386 -2.257 1.210
C -2.785 -0.318 -1.096
C -1.174 -1.040 1.268
C -1.624 0.585 -0.803
N 0.774 1.683 0.235
N -0.720 0.022 0.288
O 2.085 -1.286 -1.803
O 1.669 -0.172 0.832
O -1.022 -0.400 2.506
O -1.816 1.850 -0.477
H 1.123 -0.383 -3.163
H 2.704 2.973 0.470
H 2.480 2.110 -1.017
H 3.456 0.145 0.008
H 3.188 0.758 1.677
H -0.436 -2.885 0.380
H -0.583 -2.947 2.043
H 0.704 -2.062 1.078
H -3.018 0.097 -2.094
H -3.559 -0.384 -0.332
H -2.392 -1.307 -1.243
H -2.306 -1.090 1.102
H -0.879 0.339 -1.634
H 0.068 2.424 0.045
H 2.253 -1.305 -0.886
H -1.765 0.034 2.825
H -2.799 2.227 -0.437
*
```



(2)
ORCA calculation (ωB97M-V with the def2-TZVPD basis set) on C35H37I2N8O6 as an isolated structure at a distorted geometry.

HOMO energy: -0.4192 hartree
total energy: -77289.6813 eV
HOMO-LUMO gap: 8.8 eV
F_max: 0.0316 hartree/bohr

The geometry in ORCA input format:
```
! wB97M-V def2-TZVPD RIJCOSX def2/J DEFGRID3
* xyz 1 1
C 2.721 -4.082 2.992
C 1.597 -5.075 3.041
I 1.591 -6.309 4.733
C 0.683 -5.141 2.071
I -0.923 -6.507 2.116
N 0.831 -4.254 0.977
C 1.668 -4.678 -0.146
C 0.844 -5.239 -1.293
O -0.219 -5.727 -1.054
C 1.369 -5.199 -2.683
C 1.025 -4.110 -3.484
C 1.457 -4.054 -4.801
C 2.235 -5.082 -5.324
C 2.609 -6.156 -4.525
C 2.172 -6.204 -3.206
C 0.255 -3.049 0.856
N 0.409 -2.308 -0.237
C -0.307 -1.210 -0.028
C -0.385 -0.128 -1.011
C 0.770 0.631 -1.215
C 0.785 1.675 -2.134
C -0.367 1.949 -2.862
C -1.509 1.174 -2.676
C -1.532 0.138 -1.755
N -0.890 -1.250 1.165
C -1.754 -0.213 1.688
N -1.158 0.586 2.767
N -0.530 -2.427 1.768
C -0.998 -2.760 3.102
C -2.455 -3.289 3.134
O -3.021 -3.141 1.853
C -3.241 -2.570 4.221
N -2.590 -2.800 5.525
H 3.435 -4.220 3.793
H 2.313 -3.075 3.105
H 3.256 -4.099 2.046
H 2.347 -3.893 -0.460
H 2.295 -5.490 0.221
H 0.420 -3.328 -3.048
H 1.200 -3.221 -5.437
H 2.551 -5.055 -6.356
H 3.216 -6.937 -4.953
H 2.468 -7.050 -2.601
H 1.663 0.404 -0.652
H 1.698 2.234 -2.251
H -0.353 2.766 -3.565
H -2.379 1.429 -3.260
H -2.425 -0.448 -1.604
H -2.075 0.443 0.890
H -2.654 -0.697 2.061
H -0.229 0.265 3.008
H -1.727 0.515 3.600
H -0.985 -1.840 3.679
H -0.336 -3.443 3.612
H -2.399 -4.328 3.456
H -3.970 -3.277 1.939
H -4.279 -2.892 4.234
H -3.234 -1.494 4.015
H -2.105 -1.960 5.812
H -3.305 -2.916 6.233
C 3.158 6.592 -6.207
C 2.294 6.229 -7.232
C 1.024 5.760 -6.936
C 0.641 5.664 -5.611
C 1.489 6.015 -4.576
C 2.758 6.481 -4.882
N -0.713 5.186 -5.294
O -1.431 4.867 -6.217
O -1.038 5.136 -4.120
H 4.147 6.963 -6.443
H 2.607 6.315 -8.263
H 0.347 5.477 -7.729
H 1.170 5.932 -3.548
H 3.433 6.764 -4.086
C -0.574 4.539 2.665
C -0.511 5.920 2.794
C -0.900 6.525 3.979
C -1.344 5.731 5.019
C -1.419 4.356 4.906
C -1.031 3.757 3.718
N -1.740 6.365 6.288
O -1.684 7.574 6.354
O -2.098 5.634 7.191
H -0.266 4.069 1.739
H -0.157 6.527 1.973
H -0.854 7.599 4.087
H -1.774 3.757 5.732
H -1.081 2.680 3.606
*
```



(3)
ORCA calculation (ωB97M-V with the def2-TZVPD basis set) on C16H20MoN3O9S as an isolated structure at a distorted geometry.

energy above the lowest of the compared OMol25 structures with the same formula, charge and spin: 0.789 eV
HOMO energy: -0.4834 hartree
total energy: -52500.9752 eV
HOMO-LUMO gap: 8.1 eV
F_max: 0.0749 hartree/bohr

The geometry in ORCA input format:
```
! wB97M-V def2-TZVPD RIJCOSX def2/J DEFGRID3
* xyz 1 1
Mo 0.359 -0.412 0.470
O 2.494 1.856 -2.111
C 2.164 1.175 -1.187
O 1.056 0.505 -1.026
C 3.031 0.948 0.059
C 4.334 1.358 0.303
C 4.929 0.979 1.504
C 4.221 0.194 2.410
C 2.918 -0.165 2.088
N 2.352 0.222 0.946
C 1.935 -1.038 2.877
O 2.232 -1.638 3.870
O 0.789 -1.028 2.260
H 4.854 1.944 -0.440
H 5.940 1.284 1.727
H 4.653 -0.139 3.342
N 0.817 -2.026 -0.181
C 0.217 -3.134 -0.432
N 0.710 -4.335 -0.219
C -0.046 -5.550 -0.438
C -0.512 -6.084 0.916
C 0.669 -6.176 1.905
C 2.001 -5.808 1.249
C 1.925 -4.441 0.578
H 0.606 -6.272 -0.936
H -0.890 -5.323 -1.088
H -0.978 -7.059 0.770
H -1.272 -5.408 1.310
H 0.744 -7.190 2.298
H 0.495 -5.508 2.750
H 2.296 -6.566 0.524
H 2.780 -5.767 2.010
H 2.797 -4.270 -0.061
H 1.892 -3.646 1.333
C -2.718 1.237 1.579
C -1.359 1.932 1.452
C -1.394 3.057 0.412
O -0.430 0.982 1.084
H -3.442 1.916 2.018
H -2.626 0.356 2.215
H -3.062 0.922 0.595
H -1.055 2.336 2.434
H -1.646 2.641 -0.562
H -0.428 3.554 0.347
H -2.142 3.794 0.693
O -1.262 -0.589 -1.044
S -1.871 -1.738 -0.367
O -1.068 -3.055 -0.895
O -1.428 -1.595 1.031
O -3.231 -1.994 -0.590
*
```



(4)
ORCA calculation (ωB97M-V with the def2-TZVPD basis set) on a single C4H7NO molecule.

energy above the lowest of the compared OMol25 structures with the same formula, charge and spin: 1.397 eV
HOMO energy: -0.3520 hartree
total energy: -7798.2474 eV
HOMO-LUMO gap: 10.5 eV
F_max: 0.0126 hartree/bohr

The geometry in ORCA input format:
```
! wB97M-V def2-TZVPD RIJCOSX def2/J DEFGRID3
* xyz 0 1
C -0.541 -1.140 -1.697
C -0.088 -0.957 -0.465
N 0.145 0.290 0.160
C -0.649 0.643 1.334
C 1.356 0.909 0.059
O 1.715 1.802 0.795
H -0.568 -2.141 -2.084
H -0.854 -0.334 -2.323
H 0.067 -1.832 0.146
H -1.537 0.014 1.318
H -0.925 1.695 1.265
H -0.099 0.499 2.267
H 1.978 0.555 -0.774
*
```



(5)
ORCA calculation (ωB97M-V with the def2-TZVPD basis set) on C4H8N2O2 as an isolated structure.

energy above the lowest of the compared OMol25 structures with the same formula, charge and spin: 3.022 eV
HOMO energy: -0.2859 hartree
total energy: -11351.0907 eV
HOMO-LUMO gap: 8.5 eV
F_max: 0.0091 hartree/bohr

The geometry in ORCA input format:
```
! wB97M-V def2-TZVPD RIJCOSX def2/J DEFGRID3
* xyz 0 1
C -1.412 -1.016 0.051
C 1.577 0.021 0.918
C 0.498 0.709 0.459
C -0.251 -0.190 -0.449
N 0.118 2.054 0.695
N -0.324 0.151 -1.743
O 1.208 -1.321 -0.122
O 2.548 -0.039 1.600
H 1.046 -2.095 0.439
H -0.228 2.225 1.631
H 0.843 2.728 0.485
H 0.376 0.770 -2.116
H -0.861 -0.393 -2.400
H -1.191 -1.426 1.034
H -1.673 -1.827 -0.633
H -2.275 -0.352 0.150
*
```



(6)
ORCA calculation (ωB97M-V with the def2-TZVPD basis set) on a 2-piece molecular cluster, C10H18BFNOS overall at a distorted geometry.

energy above the lowest of the compared OMol25 structures with the same formula, charge and spin: 0.153 eV
HOMO energy: -0.1771 hartree
total energy: -28428.5728 eV
HOMO-LUMO gap: 7.3 eV
F_max: 0.0281 hartree/bohr

The geometry in ORCA input format:
```
! wB97M-V def2-TZVPD RIJCOSX def2/J DEFGRID3
* xyz -1 1
F 4.946 -2.877 0.012
C 5.105 -1.506 -0.256
C 4.020 -0.689 0.404
C 4.084 0.762 -0.091
B 2.686 1.646 -0.054
C 1.324 0.762 -0.198
C 0.659 0.626 -1.399
C -0.485 -0.154 -1.444
C -0.916 -0.758 -0.304
N -0.334 -0.657 0.894
C 0.772 0.100 0.883
H 6.098 -1.199 0.055
H 4.988 -1.406 -1.328
H 3.088 -1.198 0.166
H 4.154 -0.763 1.479
H 4.539 0.769 -1.081
H 4.803 1.273 0.550
H 2.704 2.421 -1.015
H 2.617 2.365 0.941
H 1.008 1.100 -2.301
H -1.030 -0.298 -2.363
H -1.804 -1.379 -0.355
H 1.282 0.205 1.832
C -5.017 0.406 1.744
S -4.482 0.116 0.053
O -4.314 1.445 -0.581
C -6.061 -0.530 -0.528
H -4.184 0.857 2.279
H -5.871 1.084 1.749
H -5.278 -0.544 2.210
H -6.844 0.213 -0.374
H -6.296 -1.450 0.009
H -5.961 -0.743 -1.590
*
```



(7)
ORCA calculation (ωB97M-V with the def2-TZVPD basis set) on a single C4H10N2Si molecule at a distorted geometry.

energy above the lowest of the compared OMol25 structures with the same formula, charge and spin: 0.084 eV
HOMO energy: -0.3359 hartree
total energy: -15167.8611 eV
HOMO-LUMO gap: 10.0 eV
F_max: 0.0517 hartree/bohr

The geometry in ORCA input format:
```
! wB97M-V def2-TZVPD RIJCOSX def2/J DEFGRID3
* xyz 0 1
C 0.192 1.147 1.930
C -0.242 -0.073 1.541
Si 0.138 -0.802 -0.208
N -0.847 -2.193 -0.169
N 1.877 -0.915 -0.045
C -0.713 0.372 -1.577
C -0.357 1.640 -1.821
H -0.219 1.632 2.758
H 0.902 1.690 1.365
H -0.902 -0.689 2.175
H -0.691 -3.188 -0.102
H -1.817 -1.990 0.058
H 2.489 -0.607 -0.782
H 2.078 -0.322 0.805
H -1.381 -0.091 -2.255
H -0.869 2.265 -2.528
H 0.362 2.125 -1.142
*
```



> Number 6 is which compound?

C10H18BFNOS